Molecular formula: Cr2F4H26O17P2
Method: DFT, ωB97M-V/def2-TZVPD

- Energy relative to the best compared isomer or geometry (same formula, charge and spin): 0.0 kJ/mol
- HOMO energy (spin up / spin down): -21.65 / -21.65 eV
- ⟨S²⟩: 12.06

```
! wB97M-V def2-TZVPD RIJCOSX def2/J DEFGRID3
* xyz 4 7
Cr 2.80662 0.99939 1.38539
Cr -2.61235 -0.77516 2.18209
O 1.15030 0.34990 0.45549
P -0.13883 -0.11545 -0.17034
O -1.33521 -0.49065 0.65177
F 0.23143 -1.39535 -0.96057
F -0.55882 0.92762 -1.21852
O 1.70160 0.40262 2.90327
P 0.44760 0.22772 3.73295
O -0.85334 -0.20781 3.13301
F 0.19670 1.52229 4.52847
F 0.82493 -0.85356 4.76483
O -1.61074 2.10666 -3.23478
H -1.66626 1.21364 -3.60338
H -0.99833 2.02637 -2.49017
O -1.23596 -3.99162 0.04778
H -1.35004 -4.95743 0.04735
H -0.29719 -3.85789 -0.13971
O -3.87044 0.03500 0.59616
H -3.60286 0.77812 -0.01035
H -4.82310 -0.09200 0.42895
O -1.69744 -2.53927 2.13628
H -1.43119 -3.14997 1.35188
H -1.48587 -3.03634 2.94908
O 3.48961 -0.30469 -0.15588
H 2.84015 -0.57094 -0.82678
H 4.28398 -0.83738 -0.34227
O 1.59782 2.71176 1.77379
H 1.20066 3.24973 1.07574
H 1.61626 3.27313 2.57167
O 2.12370 0.70351 -2.73925
H 1.50222 1.00563 -3.41991
H 2.82852 0.25847 -3.23674
O -3.43521 2.37130 -1.00416
H -2.91571 2.21599 -1.82186
H -3.29118 3.30297 -0.79856
O -1.97187 -0.86358 -2.66520
H -2.89715 -1.14063 -2.67431
H -1.50445 -1.60606 -3.06775
O 2.59617 -2.32730 -2.07893
H 2.60617 -2.96147 -2.81037
H 1.80020 -1.80685 -2.22200
O 2.05389 -2.04582 1.61868
H 2.08239 -2.68622 2.34371
H 1.88109 -2.57545 0.83076
O 2.61117 2.33940 -0.63998
H 2.42087 1.86051 -1.48812
H 2.79979 3.25224 -0.90873
O -1.32311 2.32483 1.22542
H -2.12722 2.72371 0.86385
H -0.66000 3.00639 1.13024
*
```



Molecular formula: C2H3NOS
Method: DFT, ωB97M-V/def2-TZVPD

- Energy relative to the best compared isomer or geometry (same formula, charge and spin): 248.4 kJ/mol
- HOMO energy: -8.74 eV
- SMILES: C=NOC=S

```
! wB97M-V def2-TZVPD RIJCOSX def2/J DEFGRID3
* xyz 0 1
C 1.63371 -0.50917 -0.00880
N 0.36336 -0.68144 -0.05335
O -0.26638 0.60953 -0.06204
C -1.58045 0.60185 -0.04934
S -2.63441 -0.62221 -0.02965
H 2.18971 -1.43718 0.07068
H 2.16667 0.45172 -0.06777
H -1.87223 1.58691 0.20026
*
```



Molecular formula: C34H75FeO7P2
Method: DFT, ωB97M-V/def2-TZVPD

- HOMO energy (spin up / spin down): -6.96 / -9.81 eV
- ⟨S²⟩: 12.01

```
! wB97M-V def2-TZVPD RIJCOSX def2/J DEFGRID3
* xyz 1 7
Fe -0.17189 5.90788 -3.05050
O -0.26569 4.12339 -2.29509
H -0.05206 3.48276 -1.58906
C 3.76936 2.78082 -0.19411
C 2.71485 3.06504 -1.20259
C 2.42118 1.85819 -2.02841
C 1.27095 1.01077 -1.54730
P 0.61364 -0.18168 -2.83842
C 1.95375 -1.10867 -3.62759
C 1.61831 -2.42033 -4.35423
C 2.72810 -2.96660 -5.29672
C 2.89267 -2.07011 -6.52899
C -0.46889 -1.50033 -2.03403
C -1.68850 -0.82321 -1.34358
C -2.93202 -1.66273 -1.10374
C -3.67105 -2.24412 -2.32563
C -0.45724 0.89545 -4.03555
C -1.20212 -0.01316 -4.99371
C -0.62955 0.01223 -6.43974
C -1.05786 -1.18356 -7.26651
H 3.45772 1.86907 0.31549
H 3.90737 3.56349 0.55186
H 4.68425 2.47040 -0.69879
H 3.03015 3.87277 -1.86309
H 1.84001 3.33228 -0.60986
H 3.33136 1.27973 -2.18666
H 2.03636 2.42841 -2.87391
H 0.31985 1.52753 -1.41895
H 1.44844 0.42385 -0.64613
H 2.65364 -1.21982 -2.79941
H 2.44646 -0.43702 -4.33061
H 0.84604 -2.22037 -5.09700
H 1.27156 -3.17505 -3.64835
H 2.47738 -4.00537 -5.51166
H 3.72493 -2.98171 -4.85604
H 3.69974 -2.49067 -7.12888
H 3.22364 -1.11329 -6.12519
H 1.98734 -1.88874 -7.10828
H 0.14686 -1.98406 -1.27577
H -0.78507 -2.21559 -2.79333
H -2.04383 -0.01301 -1.98031
H -1.32889 -0.50768 -0.36419
H -3.62973 -1.13324 -0.45494
H -2.51474 -2.42789 -0.44914
H -4.15579 -1.31509 -2.62566
H -4.41212 -3.00637 -2.08501
H -2.89197 -2.52079 -3.03598
H 0.15280 1.63493 -4.55432
H -1.26263 1.39699 -3.49900
H -2.20621 0.38184 -5.14820
H -1.44536 -0.99468 -4.58684
H 0.45367 -0.10533 -6.40956
H -0.90754 0.95247 -6.91595
H -0.42146 -1.35818 -8.13404
H -2.07026 -1.17283 -7.67027
H -1.10229 -2.06577 -6.62788
C 2.57059 -3.97844 7.27099
C 2.32656 -2.75969 6.26369
C 0.86352 -2.60621 5.78420
C 0.67748 -1.64686 4.57528
P -0.96931 -1.20574 4.11013
C -1.07307 -0.23877 2.55188
C -1.03467 1.26256 2.59180
C -1.06362 1.95670 1.24995
C -1.32186 3.44729 1.22237
C -1.85017 -0.54322 5.67630
C -1.18207 0.42801 6.71435
C -0.99120 1.92469 6.33057
C -0.15871 2.77307 7.25199
C -1.84596 -2.89058 3.84818
C -1.74294 -3.42974 2.42788
C -0.40173 -3.87459 1.99167
C -0.22457 -4.45248 0.59493
H 1.65013 -4.17221 7.82173
H 3.32919 -3.78712 8.02995
H 2.89146 -4.93587 6.86053
H 3.09078 -2.71671 5.48765
H 2.47555 -1.86078 6.86191
H 0.29996 -2.22621 6.63632
H 0.54424 -3.57483 5.39957
H 1.11413 -2.14451 3.70938
H 1.29542 -0.76876 4.76290
H -2.05098 -0.45955 2.12404
H -0.31150 -0.53598 1.83092
H -0.11464 1.60609 3.06469
H -1.87739 1.66382 3.15475
H -1.74238 1.49150 0.53512
H -0.10112 1.74899 0.78247
H -0.67281 4.23125 1.61255
H -2.32415 3.69004 1.57536
H -1.45751 3.78672 0.19549
H -2.27078 -1.39636 6.20860
H -2.66013 0.03570 5.23255
H -0.23774 0.13462 7.17288
H -1.98093 0.34374 7.45111
H -1.98720 2.35726 6.23592
H -0.66174 2.17976 5.32335
H -0.45147 3.81945 7.16553
H 0.87115 2.53644 6.98460
H -0.30067 2.57612 8.31461
H -2.88767 -2.96444 4.16042
H -1.37061 -3.60934 4.51566
H -2.35652 -2.86172 1.72861
H -2.26627 -4.38562 2.40508
H 0.01500 -4.61767 2.67157
H 0.20449 -2.96873 1.99066
H -0.62192 -5.46704 0.62442
H 0.81066 -4.53509 0.26389
H -0.71106 -3.80987 -0.13888
O 3.59047 4.91730 -4.75496
C 2.30032 4.68526 -4.80240
O 1.51578 5.35879 -4.11890
O 1.97324 3.75636 -5.57534
H 3.75227 4.31369 -5.48371
O -3.25195 7.39016 -0.44326
C -3.03796 6.48819 -1.37798
O -4.00063 5.73186 -1.56489
O -1.97085 6.29153 -1.94172
H -3.97100 6.75511 -0.40759
*
```